[1]
Below is a 4-piece molecular cluster, C4H17NO4 overall, with properties calculated with ωB97M-V/def2-TZVPD.

Results
* net charge: 0
* SMILES: C[C@H](N)CCO.O.O.O
* energy relative to the best compared isomer or geometry (same formula, charge and spin): 64.7 kJ/mol
* orbital gap: 9.80 eV
* molecular weight: 143.2 g/mol

```
26
C4H17NO4 | the Open Molecules 2025 dataset | ωB97M-V/def2-TZVPD
C 0.1350 3.6894 -1.0486
C -0.3788 2.2346 -0.9172
N -1.8104 2.2202 -1.0346
C 0.2187 1.7870 0.4920
C -0.5134 0.5512 0.9997
O 0.0525 -0.6106 0.3851
H 1.1808 3.7086 -0.7640
H -0.6277 4.2682 -0.5348
H 0.1012 3.9654 -2.1034
H 0.0816 1.4586 -1.5286
H -2.2263 1.3038 -1.0025
H -2.3415 2.8020 -0.4007
H 1.2808 1.6340 0.5161
H 0.0059 2.5949 1.2073
H -0.4002 0.3365 2.0687
H -1.5783 0.6147 0.8238
H -0.3963 -1.0371 -0.3590
O 2.0502 -2.5129 -0.4136
H 1.5506 -1.6861 -0.2902
H 2.9439 -2.1576 -0.3182
O 1.0525 -2.8151 1.8243
H 0.9678 -1.8869 1.5774
H 1.9371 -3.0033 1.5040
O -1.2980 -3.0786 -0.4307
H -0.7017 -3.4354 -1.1043
H -0.6717 -3.0558 0.3184
```

Want to see where the charge sits? The Löwdin charges in e are: number 1, C, carries -0.064; number 2, C, carries -0.442; number 3, N, carries 0.031; number 4, C, carries -0.153; number 5, C, carries -0.224; number 6, O, carries -0.135; number 7, H, carries 0.075; number 8, H, carries 0.077; number 9, H, carries 0.071; number 10, H, carries 0.133; number 11, H, carries 0.065; number 12, H, carries 0.081; number 13, H, carries 0.106; number 14, H, carries 0.114; number 15, H, carries 0.124; number 16, H, carries 0.104; number 17, H, carries 0.081; number 18, O, carries -0.068; number 19, H, carries 0.016; number 20, H, carries 0.061; number 21, O, carries -0.075; number 22, H, carries -0.004; number 23, H, carries 0.022; number 24, O, carries -0.061; number 25, H, carries 0.046; number 26, H, carries 0.019


[2]
Below is C4H8Se as an isolated structure, with properties calculated with ωB97M-V/def2-TZVPD.

Results
* net charge: 0
* energy relative to the best compared isomer or geometry (same formula, charge and spin): 138.4 kJ/mol
* orbital gap: 9.15 eV
* molecular weight: 135.1 g/mol

```
13
C4H8Se | the Open Molecules 2025 dataset | ωB97M-V/def2-TZVPD
C 0.2051 -0.6702 -0.7209
C -0.2109 0.7492 -0.4224
C 0.7102 -1.2996 0.4822
C -0.3988 0.9993 1.4782
Se -0.4987 -0.8658 1.9702
H -0.7027 -1.0425 -1.1898
H 0.9335 -0.6158 -1.4745
H 0.6072 1.4049 -0.6565
H -1.1708 1.3237 -0.8360
H 0.8185 -2.3502 0.3803
H 1.6381 -0.8540 0.8404
H 0.5025 1.6579 1.9093
H -1.3809 1.6043 1.4607
```

Want to see where the charge sits? The Löwdin charges in e are: number 1, C, carries -0.363; number 2, C, carries -0.174; number 3, C, carries -0.496; number 4, C, carries -0.471; number 5, Se, carries 0.872; number 6, H, carries 0.112; number 7, H, carries 0.094; number 8, H, carries 0.055; number 9, H, carries 0.124; number 10, H, carries 0.057; number 11, H, carries 0.069; number 12, H, carries 0.075; number 13, H, carries 0.045


[3]
Below is H2N2O3S as an isolated structure, with properties calculated with ωB97M-V/def2-TZVPD.

Results
* net charge: 0
* energy relative to the best compared isomer or geometry (same formula, charge and spin): 257.9 kJ/mol
* orbital gap (spin up / spin down): 6.83 / 6.80 eV
* molecular weight: 110.1 g/mol

```
8
H2N2O3S | the Open Molecules 2025 dataset | ωB97M-V/def2-TZVPD
N 1.4544 -0.2282 -0.5563
N -1.9287 1.3085 0.0146
O -2.8517 1.0042 0.7271
O -0.9329 0.5252 -0.2604
O 0.5745 -1.7048 1.3434
S 0.3420 -1.3581 -0.0192
H 1.0878 0.2610 -1.2793
H 2.2547 0.1923 0.0301
```

Want to see where the charge sits? The Löwdin charges in e are: number 1, N, carries -0.182; number 2, N, carries -0.220; number 3, O, carries -0.026; number 4, O, carries -0.299; number 5, O, carries -0.435; number 6, S, carries 1.036; number 7, H, carries -0.012; number 8, H, carries 0.138


[4]
Below is an isolated ion of composition C10H13N2O and charge +1, with properties calculated with ωB97M-V/def2-TZVPD.

Results
* net charge: +1
* SMILES: CC(C)C(=O)/N=C/[n+]1ccccc1
* energy relative to the best compared isomer or geometry (same formula, charge and spin): 355.4 kJ/mol
* orbital gap: 7.53 eV
* molecular weight: 177.2 g/mol

```
26
C10H13N2O | the Open Molecules 2025 dataset | ωB97M-V/def2-TZVPD
C 0.4763 3.2688 1.2954
C 0.0373 2.3593 0.0580
C 0.0469 3.0837 -1.3200
C 1.0558 1.2690 -0.0425
O 2.2302 1.4023 -0.0273
N 0.5258 -0.0070 -0.1479
C 0.8457 -1.0637 0.5552
N 0.2574 -2.2932 0.3890
C -0.3995 -2.6125 -0.7873
C -0.8973 -3.9691 -1.0922
C -0.9660 -4.8859 -0.0766
C -0.3331 -4.5244 1.1781
C 0.2836 -3.3230 1.3460
H -0.0143 4.2738 1.2597
H 1.5453 3.5850 1.2473
H 0.1535 2.8817 2.3319
H -1.0089 1.8971 0.1876
H 0.9729 3.5321 -1.3503
H -0.7855 3.8718 -1.4813
H -0.3425 2.3237 -1.9542
H 1.6195 -1.0750 1.3493
H -0.3603 -1.9315 -1.6145
H -1.5157 -4.1389 -1.9868
H -1.4475 -5.8579 -0.2114
H -0.4121 -5.3011 1.8900
H 0.9241 -3.2316 2.1953
```

Want to see where the charge sits? The Löwdin charges in e are: number 1, C, carries -0.054; number 2, C, carries -0.325; number 3, C, carries -0.041; number 4, C, carries -0.521; number 5, O, carries 0.159; number 6, N, carries 0.203; number 7, C, carries -0.062; number 8, N, carries -0.006; number 9, C, carries 0.094; number 10, C, carries 0.016; number 11, C, carries 0.011; number 12, C, carries 0.010; number 13, C, carries 0.024; number 14, H, carries 0.080; number 15, H, carries 0.086; number 16, H, carries 0.099; number 17, H, carries 0.154; number 18, H, carries 0.058; number 19, H, carries 0.122; number 20, H, carries 0.067; number 21, H, carries 0.169; number 22, H, carries 0.134; number 23, H, carries 0.133; number 24, H, carries 0.136; number 25, H, carries 0.115; number 26, H, carries 0.139


Q: Which max |F| values were calculated for the entries above? A: 2.8, 4.7, 5.5, 5.8, in eV/A.